Computed, not measured: a structure of composition C31H21GeN7PtSe, with the ωB97M-V functional and the def2-TZVPD basis.

The geometry in ORCA input format:
```
! wB97M-V def2-TZVPD RIJCOSX def2/J DEFGRID3
* xyz 1 2
Pt -0.37265 0.15027 -0.25182
Se -0.95294 -5.73146 4.67847
N -0.93906 -3.96868 4.91008
C -0.87422 -3.42739 3.72425
C -0.84114 -1.98568 3.49931
C -0.88507 -1.03012 4.51529
C -0.82358 0.30842 4.18359
C -0.71668 0.67253 2.84548
N -0.68117 -0.23779 1.87943
C -0.73712 -1.54157 2.18801
C -0.67868 -2.46543 1.06249
N -0.55681 -1.90547 -0.15537
C -0.54348 -2.69104 -1.23095
C -0.63204 -4.07308 -1.13369
C -0.71858 -4.65767 0.11274
C -0.74758 -3.84012 1.24149
C -0.83364 -4.34130 2.60967
N -0.87075 -5.61152 2.90623
H -0.96562 -1.35356 5.54473
H -0.85357 1.07650 4.94259
H -0.65996 1.70849 2.53828
H -0.44710 -2.19865 -2.18813
H -0.61509 -4.66751 -2.03523
H -0.76845 -5.73173 0.23379
N -3.15947 5.45302 -0.77284
C -2.28767 4.78418 -1.12041
N -1.30076 4.02047 -1.57486
C -0.81840 3.01807 -1.03001
N -0.22417 2.07876 -0.61032
C 2.01105 0.90016 -2.77922
Ge 1.99960 0.14649 -0.99033
C 3.01804 1.13248 0.33299
C 4.33545 0.70292 0.50632
C 5.16507 1.32547 1.42730
C 4.68020 2.37289 2.19720
C 3.37022 2.80130 2.03790
C 2.54192 2.18667 1.10851
C 2.46884 -1.74373 -1.00601
C 2.64168 -2.33831 -2.23184
C 2.90338 -3.72208 -2.35176
C 2.95496 -4.50082 -1.23390
C 2.78748 -3.93352 0.05612
C 2.84637 -4.73655 1.22197
C 2.71587 -4.18048 2.46294
C 2.52651 -2.78863 2.59197
C 2.44791 -1.99250 1.48238
C 2.56543 -2.53958 0.17907
H 3.04217 0.89887 -3.13878
H 1.65859 1.92779 -2.73118
H 1.39178 0.34017 -3.47788
H 4.72422 -0.12992 -0.07144
H 6.18666 0.98963 1.54622
H 5.32446 2.85736 2.91891
H 2.99489 3.62522 2.63106
H 1.53286 2.55042 0.97213
H 2.58198 -1.74765 -3.13896
H 3.05716 -4.15536 -3.33122
H 3.13934 -5.56582 -1.31207
H 3.01394 -5.80134 1.11136
H 2.77766 -4.80069 3.34813
H 2.45894 -2.34619 3.57884
H 2.32147 -0.92259 1.60118
*
```

Output
Kohn-Sham gap (spin up / spin down) = 7.1 / 6.5 eV
LUMO (spin up / spin down) = -4.259 / -4.873 eV
Largest force on an atom = 0.0080 hartree/bohr
Electronic energy = -6174.689369 Eh

Computed, not measured: a structure of composition C31H22F5N7O3TeTi in a non-equilibrium geometry, with the ωB97M-V functional and the def2-TZVPD basis.

The geometry in ORCA input format:
```
! wB97M-V def2-TZVPD RIJCOSX def2/J DEFGRID3
* xyz 0 3
Ti -0.90801 0.65175 -0.17260
C -4.14901 0.85965 -3.41740
C -4.60011 0.03585 -2.38810
C -3.78051 -0.96525 -1.90940
C -2.46521 -1.05905 -2.42350
N -2.05591 -0.26245 -3.40750
C -2.85331 0.66475 -3.88370
N -1.66011 -2.02495 -1.92920
C -0.45551 -1.86365 -1.50020
N 0.18119 -0.67435 -1.22450
C 1.43309 -0.97185 -0.72990
N 2.46429 -0.18855 -0.56280
C 2.65669 0.93245 -1.28040
C 3.72069 1.79895 -0.94370
C 3.99549 2.86325 -1.77010
C 3.23069 3.05645 -2.91780
C 2.20119 2.16055 -3.17180
N 1.92669 1.14455 -2.38670
C 1.56259 -2.41095 -0.55810
C 2.58069 -3.20005 -0.05450
C 2.40339 -4.57375 -0.08600
C 1.24449 -5.14155 -0.60790
C 0.22949 -4.35515 -1.13400
C 0.39639 -2.98165 -1.09940
H -4.78571 1.61815 -3.84590
H -5.60721 0.15325 -1.99550
H -4.07571 -1.62465 -1.10670
H -2.44601 1.26535 -4.68530
H 4.27369 1.62055 -0.03540
H 4.80339 3.54005 -1.53150
H 3.44519 3.85435 -3.60990
H 1.59179 2.24105 -4.06250
H 3.47239 -2.74765 0.35200
H 3.17739 -5.22305 0.29600
H 1.13749 -6.21595 -0.61030
H -0.66441 -4.78855 -1.55210
O -1.19201 -3.30135 6.66120
C -0.84891 -3.70075 5.42280
O -0.80931 -4.87105 5.15110
C -0.53631 -2.63005 4.43850
C -0.63541 -2.95115 3.08290
C -0.35991 -2.01935 2.11140
C 0.05499 -0.72425 2.46080
C 0.15989 -0.41025 3.82510
C -0.13531 -1.34265 4.79470
N 0.30449 0.21925 1.48180
C 1.14989 1.20645 1.71240
C 1.16709 2.31855 0.83630
C 1.99799 3.44585 1.00740
C 1.91509 4.48625 0.11630
C 1.00189 4.40075 -0.93840
C 0.21829 3.26965 -1.05060
N 0.29509 2.24595 -0.20680
H -1.23981 -2.34005 6.74280
H -0.94961 -3.94805 2.81210
H -0.46571 -2.28685 1.07120
H 0.41749 0.59575 4.11390
H -0.02611 -1.05585 5.83260
H 1.82889 1.17975 2.56400
H 2.68199 3.47665 1.83880
H 2.53709 5.36095 0.22960
H 0.90329 5.19575 -1.65590
H -0.51791 3.16685 -1.83700
F -4.28671 2.93505 -1.70830
Te -3.44651 1.83015 -0.26510
F -1.93501 1.66895 1.31140
F -2.10481 -0.55215 0.34940
F -2.47201 3.54285 -0.19570
F -4.36241 2.99485 1.18190
O -1.93141 1.40565 -1.34600
*
```

Output
Kohn-Sham gap (spin up / spin down) = 5.3 / 4.3 eV
LUMO (spin up / spin down) = -1.560 / -4.131 eV
Largest force on an atom = 0.1450 hartree/bohr
Electronic energy = -3420.478846 Eh

Computed, not measured: a structure of composition C31H22IN4O2S2Tm in a non-equilibrium geometry, with the ωB97M-V functional and the def2-TZVPD basis.

The geometry in ORCA input format:
```
! wB97M-V def2-TZVPD RIJCOSX def2/J DEFGRID3
* xyz 2 3
Tm -1.27825 -0.70799 0.01347
S 2.63017 4.22812 4.09025
C 1.74496 5.68303 3.93068
C 0.81092 5.73282 2.94943
C 0.75431 4.44578 2.38346
C 1.61799 3.48752 2.88340
C 1.61278 2.12834 2.36774
C 0.47416 1.49281 1.73965
N 0.55079 0.30712 1.16607
C 1.71932 -0.25062 0.92387
C 2.86533 0.19783 1.48773
C 4.16193 -0.43681 1.30284
C 4.24613 -1.46901 0.44341
C 3.08629 -1.99868 -0.18127
C 3.16380 -3.14500 -0.97131
C 1.96285 -3.74344 -1.46356
C 0.78381 -3.03179 -1.24077
N 0.67318 -1.95487 -0.45939
C 1.81280 -1.43210 0.06772
C 2.00071 -4.85179 -2.40968
C 0.99312 -5.36995 -3.20243
C 1.40094 -6.46233 -3.95696
C 2.71613 -6.80716 -3.80041
S 3.48589 -5.69615 -2.72933
C 2.84879 1.44542 2.16808
H 2.02166 6.48821 4.58661
H 0.14095 6.57153 2.79682
H 0.06191 4.09717 1.65219
H -0.53315 1.90892 1.79667
H 5.04722 -0.04100 1.73653
H 5.20789 -1.98257 0.30411
H 4.22045 -3.54907 -1.16839
H -0.20558 -3.27439 -1.64703
H 0.02485 -5.01264 -3.31526
H 0.63014 -7.11307 -4.60732
H 3.27850 -7.63780 -4.17491
H 3.77610 1.82304 2.47007
C -0.96513 1.27286 -3.93633
C -1.51476 1.12009 -2.52133
O -1.17196 0.10310 -1.93345
C -2.18019 2.16048 -1.84203
C -2.48742 3.34627 -2.59028
C -3.21499 4.34067 -2.00820
C -3.66463 4.20594 -0.70131
C -3.36031 3.15047 0.11578
C -2.68011 2.09996 -0.44919
O -2.43109 1.00839 0.22761
H -0.32823 0.42837 -4.13762
H -0.42014 2.17367 -4.10188
H -1.79070 1.36725 -4.68774
H -2.27618 3.43626 -3.73813
H -3.41174 5.22020 -2.63702
H -4.14731 5.02484 -0.23043
H -3.74146 3.01441 1.11356
I -3.48610 -3.87609 5.12656
C -3.37749 -2.54720 3.53865
C -4.09038 -1.40946 3.37762
N -3.67937 -0.86182 2.19430
N -2.71721 -1.65404 1.60979
C -2.56722 -2.70678 2.41635
H -4.85992 -0.91193 4.00375
H -3.99611 -0.05430 1.69967
H -1.94965 -3.52100 2.15851
*
```

Output
Kohn-Sham gap (spin up / spin down) = 6.7 / 6.7 eV
LUMO (spin up / spin down) = -6.112 / -6.100 eV
Largest force on an atom = 0.0751 hartree/bohr
Electronic energy = -3742.899291 Eh

Computed, not measured: a structure of composition C31H22N4O10Ti in a non-equilibrium geometry, with the ωB97M-V functional and the def2-TZVPD basis.

The geometry in ORCA input format:
```
! wB97M-V def2-TZVPD RIJCOSX def2/J DEFGRID3
* xyz -1 2
Ti 12.87836 8.44075 14.33352
O 10.65069 11.84588 15.37503
C 11.62734 11.07487 14.85625
O 11.38391 9.78195 14.93657
C 12.73884 11.66490 14.22108
C 12.83911 13.09900 14.08788
C 13.86556 13.50603 13.36628
C 14.82269 12.69761 12.78213
C 14.64050 11.30622 13.00226
N 13.59318 10.78602 13.70192
C 15.59379 10.25472 12.54786
O 16.47936 10.69181 11.59694
O 15.74378 9.13759 13.00057
H 10.23468 11.28689 16.00470
H 12.15462 13.75815 14.58196
H 13.88060 14.57974 13.32868
H 15.64819 13.03102 12.21558
H 16.00658 11.29030 11.01812
C 7.70866 7.89664 8.25888
O 8.58374 8.50724 7.34493
C 9.90473 8.04892 7.29215
C 10.42259 6.93171 7.97602
C 11.74796 6.59413 7.74533
C 12.50432 7.39178 6.93247
C 11.96935 8.33690 6.13669
C 10.64263 8.72579 6.35997
N 13.93730 7.08866 6.65442
N 14.76166 7.18284 7.55114
C 14.38232 7.59483 8.84253
C 14.51050 6.63800 9.81703
C 13.94987 6.92580 11.09795
C 13.15622 8.01969 11.34999
O 12.59598 8.24482 12.55830
C 12.94587 8.96093 10.33287
N 12.15109 10.03621 10.59010
C 12.23775 10.98180 9.71901
C 12.95445 10.98875 8.52597
C 13.64237 9.82356 8.22378
C 13.67915 8.80061 9.11153
H 6.74545 8.37226 8.03843
H 8.00996 8.15842 9.31936
H 7.61743 6.75562 8.14087
H 9.68091 6.38288 8.52908
H 12.18997 5.74078 8.26037
H 12.60793 8.80868 5.41738
H 10.15766 9.48515 5.81187
H 15.05598 5.71550 9.66894
H 13.93639 6.15894 11.93914
H 11.66856 11.82259 9.98080
H 12.94345 11.79530 7.81083
H 14.03745 9.71615 7.16844
O 15.95008 6.21671 15.18188
C 15.10858 7.04991 15.16995
O 14.05871 6.94930 14.44410
C 15.09159 8.31504 16.08964
O 15.82389 8.55603 16.94419
O 13.97717 9.03782 15.86786
C 9.33446 5.48131 15.86060
C 9.25874 6.06603 14.60847
C 10.26050 6.91423 14.23209
C 11.39786 7.11723 15.01583
C 11.50178 6.44729 16.26055
C 10.51602 5.56176 16.60184
H 8.51329 4.89195 16.18533
H 8.36569 5.93907 14.01120
H 10.28239 7.55630 13.38417
H 12.42456 6.47972 16.82212
H 10.56696 4.83802 17.43163
*
```

Output
Kohn-Sham gap (spin up / spin down) = 5.6 / 7.7 eV
LUMO (spin up / spin down) = 1.955 / 1.955 eV
Largest force on an atom = 0.0975 hartree/bohr
Electronic energy = -3015.551105 Eh